[1]
{
  "formula": "C27H40BrIN4O3RhS2Si",
  "method": "the ωB97M-V functional and the def2-TZVPD basis",
  "fmax_ev_per_a": 3.9,
  "homo_lumo_gap_ev": 6.4,
  "lumo_ev": -3.9,
  "total_charge": 1,
  "homo_ev": -10.31,
  "de_lowest_ev": 1.020,
  "elements": ["Rh", "O", "C", "C", "C", "C", "C", "C", "C", "O", "N", "N", "C", "S", "C", "C", "S", "H", "H", "H", "H", "H", "H", "H", "H", "H", "C", "N", "C", "N", "O", "H", "H", "H", "H", "H", "H", "Br", "C", "C", "C", "C", "C", "C", "I", "H", "H", "H", "H", "C", "Si", "C", "C", "C", "C", "C", "C", "C", "C", "H", "H", "H", "H", "H", "H", "H", "H", "H", "H", "H", "H", "H", "H", "H", "H", "H", "H", "H", "H", "H"],
  "positions_angstrom": [[0.0286, 0.4095, 0.4931], [-2.6806, -3.0379, 1.6285], [-1.8381, -4.0183, 1.2291], [-2.1800, -5.3233, 1.5770], [-1.3647, -6.3755, 1.2194], [-0.1915, -6.1553, 0.4980], [0.1525, -4.8707, 0.1467], [-0.6546, -3.7815, 0.5060], [-0.2160, -2.4061, 0.1842], [-0.9371, -1.3903, 0.6142], [0.8703, -2.2399, -0.4740], [1.2751, -0.9104, -0.5506], [2.4374, -0.7734, -1.1077], [3.2018, -2.2262, -1.7014], [4.6330, -1.3588, -2.4023], [4.9325, -0.1787, -1.5077], [3.3691, 0.6949, -1.2160], [-2.3017, -2.1887, 1.3498], [-3.0912, -5.4815, 2.1411], [-1.6417, -7.3831, 1.5059], [0.4466, -6.9873, 0.2297], [1.0565, -4.6705, -0.4127], [4.3863, -1.0448, -3.4154], [5.4597, -2.0685, -2.4285], [5.6197, 0.5306, -1.9678], [5.3270, -0.4975, -0.5436], [1.4710, 5.4004, -1.1403], [1.4742, 3.9667, -1.3897], [0.9165, 3.0536, -0.5926], [0.3241, 3.4229, 0.5498], [0.9603, 1.8163, -0.8916], [2.1783, 5.8720, -1.8146], [1.7920, 5.6096, -0.1191], [0.4865, 5.8405, -1.3067], [1.8490, 3.6128, -2.2539], [0.0909, 4.3654, 0.8085], [-0.0435, 2.6111, 1.0143], [-2.8610, 4.7269, -0.5110], [-3.8296, 3.6842, 0.7373], [-4.6789, 4.3525, 1.6081], [-5.4234, 3.6376, 2.5349], [-5.3253, 2.2559, 2.5925], [-4.4841, 1.5838, 1.7208], [-3.7322, 2.2982, 0.8003], [-2.5044, 1.1907, -0.4890], [-4.7637, 5.4285, 1.5421], [-6.0859, 4.1672, 3.2076], [-5.9139, 1.6943, 3.3066], [-4.4113, 0.5036, 1.7564], [2.1465, 1.8985, 2.8059], [1.0322, 0.4016, 2.6441], [-0.4989, 0.6657, 3.7583], [-1.5672, -0.4149, 3.5405], [-0.0373, 0.6748, 5.2198], [-1.1190, 2.0297, 3.4085], [2.1400, -1.0834, 3.1261], [2.9987, -0.6755, 4.3360], [1.2967, -2.3201, 3.4695], [3.0891, -1.4468, 1.9770], [2.5998, 1.8967, 3.8003], [1.6200, 2.8430, 2.6701], [2.9514, 1.8587, 2.0624], [-1.2221, -1.4084, 3.8292], [-1.8794, -0.4637, 2.4957], [-2.4523, -0.1824, 4.1465], [0.3103, -0.3087, 5.5412], [-0.8834, 0.9516, 5.8609], [0.7599, 1.4028, 5.3969], [-1.4767, 2.0586, 2.3697], [-0.4162, 2.8548, 3.5590], [-1.9891, 2.2135, 4.0482], [2.4177, -0.2551, 5.1593], [3.7695, 0.0457, 4.0554], [3.5057, -1.5698, 4.7153], [0.7054, -2.1725, 4.3765], [1.9586, -3.1761, 3.6464], [0.6178, -2.5947, 2.6584], [3.5821, -0.5653, 1.5490], [2.5660, -1.9777, 1.1882], [3.8706, -2.1167, 2.3563]],
  "atomic_forces_ev_per_a": [[0.9, -2.5, -2.9], [-0.1, -0.2, 0.0], [0.1, 0.1, 0.0], [-0.1, -0.1, 0.1], [0.0, 0.0, 0.0], [0.0, -0.1, 0.0], [0.0, 0.1, 0.0], [-0.3, 0.2, 0.0], [-0.4, 0.0, 0.1], [0.1, 0.4, 0.8], [0.7, 0.1, -0.4], [-0.3, 0.8, 1.1], [-0.1, -0.3, 0.1], [0.1, 0.1, -0.1], [-0.1, -0.1, 0.0], [-0.1, 0.0, 0.1], [0.0, 0.0, 0.0], [0.1, 0.1, -0.1], [0.0, 0.0, 0.0], [0.0, 0.0, 0.0], [0.0, 0.0, 0.0], [0.0, 0.0, 0.0], [0.1, 0.0, 0.0], [0.0, 0.0, 0.0], [0.0, 0.0, 0.0], [0.1, 0.0, 0.0], [-0.1, -0.1, 0.1], [0.0, 0.0, -0.1], [0.1, -0.2, -0.3], [0.4, 0.1, -0.4], [-0.5, 0.8, 1.2], [0.0, 0.0, 0.0], [0.0, 0.0, 0.0], [0.0, 0.0, 0.0], [0.0, 0.0, 0.0], [-0.1, -0.1, 0.0], [-0.4, 0.5, 0.7], [0.0, 0.0, 0.0], [0.0, 0.0, 0.0], [0.0, 0.0, 0.0], [0.0, 0.1, 0.0], [-0.1, 0.0, 0.0], [0.0, -0.1, 0.1], [0.1, 0.1, -0.2], [-0.4, 0.3, 0.2], [0.0, 0.0, 0.0], [0.0, 0.0, 0.0], [0.0, 0.0, 0.0], [0.0, 0.1, 0.0], [0.0, 0.3, -0.4], [0.3, -0.2, 0.3], [-0.1, -0.1, -0.5], [-0.1, 0.1, 0.2], [-0.1, 0.1, 0.1], [0.1, 0.0, 0.1], [-0.4, -0.1, -0.4], [0.0, -0.1, 0.1], [0.1, 0.0, 0.1], [0.1, 0.0, 0.1], [-0.1, 0.0, -0.1], [0.1, 0.0, 0.0], [0.0, 0.0, 0.1], [-0.1, 0.1, -0.1], [0.0, 0.1, 0.1], [0.1, 0.0, 0.0], [0.0, 0.1, 0.0], [0.0, 0.0, 0.0], [-0.1, 0.0, 0.0], [0.0, 0.0, 0.1], [-0.1, 0.0, 0.0], [0.0, 0.0, 0.0], [0.1, -0.1, -0.1], [0.0, -0.1, 0.0], [0.0, 0.1, 0.0], [0.1, 0.0, -0.1], [0.0, 0.0, 0.0], [0.0, 0.0, 0.1], [0.0, -0.1, 0.0], [0.0, -0.1, 0.0], [0.0, 0.1, 0.0]],
  "mulliken_charge": [-0.34, -0.72, 0.60, -0.62, -0.34, -0.86, -0.73, 0.27, 0.58, -0.64, -0.81, 0.38, -0.03, 0.07, -0.60, -0.66, 0.04, 0.13, 0.45, 0.39, 0.42, 0.49, 0.31, 0.42, 0.46, 0.26, -0.98, -0.12, 0.23, 0.35, -0.69, 0.34, 0.32, 0.27, 0.32, 0.36, -0.90, -0.14, 0.51, -0.45, -0.56, -0.74, -0.25, -0.23, 0.34, 0.43, 0.41, 0.43, 0.46, -1.28, 1.39, 2.34, -1.24, -2.04, -1.17, 2.79, -1.99, -1.81, -1.74, 0.48, 0.49, 0.25, 0.29, -0.40, 0.61, 0.38, 0.51, 0.39, -0.22, 0.29, 0.59, 0.36, 0.38, 0.55, 0.35, 0.56, 0.27, 0.28, 0.16, 0.56]
}



[2]
{
  "formula": "C27H40Cl19N3O2S",
  "method": "the ωB97M-V functional and the def2-TZVPD basis",
  "fmax_ev_per_a": 10.8,
  "homo_lumo_gap_ev": 6.7,
  "lumo_ev": -1.4,
  "homo_ev": -8.09,
  "elements": ["O", "C", "N", "C", "C", "C", "C", "C", "O", "Cl", "C", "C", "N", "S", "N", "C", "H", "H", "H", "H", "Cl", "C", "C", "Cl", "H", "H", "H", "H", "Cl", "C", "C", "Cl", "H", "H", "H", "H", "Cl", "C", "C", "Cl", "H", "H", "H", "H", "Cl", "C", "C", "Cl", "H", "H", "H", "H", "Cl", "C", "C", "Cl", "H", "H", "H", "H", "Cl", "C", "C", "Cl", "H", "H", "H", "H", "Cl", "C", "C", "Cl", "H", "H", "H", "H", "Cl", "C", "C", "Cl", "H", "H", "H", "H", "Cl", "C", "C", "Cl", "H", "H", "H", "H"],
  "positions_angstrom": [[-2.2347, -2.3231, 1.3388], [-1.7002, -2.0459, 0.1415], [-1.1239, -1.7300, -1.0662], [-1.4014, -0.2234, -1.2109], [-3.0039, 0.2055, -1.1831], [-3.4842, 1.7646, -1.3735], [-5.1064, 2.0567, -1.3276], [-5.4836, 3.3684, -0.4029], [-6.2215, 3.1582, 0.7220], [-4.9769, 5.1209, -0.7307], [-2.3121, 2.8920, -1.5957], [-0.7412, 2.4054, -1.5677], [0.4880, 3.2760, -1.7150], [1.9616, 2.3022, -1.5890], [1.3085, 0.6589, -1.3873], [-0.1920, 0.8723, -1.3805], [-3.8242, -0.6262, -1.0322], [-5.5847, 1.1160, -0.7699], [-5.6090, 2.0677, -2.3966], [-2.5751, 4.0189, -1.7714], [0.7338, 0.8071, -6.1814], [-0.0608, 2.3788, -6.4492], [-0.1516, 3.2013, -5.1736], [-1.2840, 2.4921, -3.9953], [-1.0497, 2.1907, -6.8790], [0.5375, 2.9125, -7.1936], [-0.5216, 4.2045, -5.4036], [0.8244, 3.3020, -4.6885], [-7.6732, -0.8383, 3.9657], [-6.3923, 0.3555, 4.2936], [-5.8192, 0.9485, 3.0161], [-4.8822, -0.2447, 2.0821], [-5.6184, -0.1328, 4.8941], [-6.8448, 1.1460, 4.8996], [-5.1356, 1.7666, 3.2601], [-6.6063, 1.3453, 2.3673], [4.2498, 2.5507, 2.4118], [4.3812, 0.8840, 1.7966], [5.1644, 0.8122, 0.4953], [4.2853, 1.5618, -0.8609], [3.3690, 0.4839, 1.6808], [4.8908, 0.3012, 2.5696], [5.3360, -0.2328, 0.2220], [6.1377, 1.3049, 0.5828], [-2.3593, -7.4831, 0.4396], [-0.8750, -6.6883, -0.1424], [-0.2458, -5.7993, 0.9186], [-1.2377, -4.3605, 1.2650], [-1.1241, -6.1233, -1.0460], [-0.1784, -7.4847, -0.4205], [0.7262, -5.4373, 0.5715], [-0.0916, -6.3396, 1.8578], [-9.7651, -1.9490, 0.8892], [-9.2420, -3.6369, 1.1147], [-7.7291, -3.7628, 1.2007], [-6.9355, -3.4104, -0.3550], [-9.6500, -4.2319, 0.2917], [-9.6973, -3.9871, 2.0458], [-7.4560, -4.7869, 1.4703], [-7.3107, -3.0896, 1.9554], [3.8772, -2.5098, 2.3653], [2.6126, -3.3820, 3.2672], [3.1126, -4.7066, 3.8217], [3.4344, -5.8958, 2.5348], [1.7553, -3.5214, 2.6013], [2.3027, -2.7288, 4.0883], [2.3540, -5.1458, 4.4758], [4.0307, -4.5793, 4.4037], [7.1392, 3.3373, 6.1219], [5.4327, 3.6745, 5.7378], [4.4842, 3.0834, 6.7687], [4.4557, 1.3029, 6.7135], [5.2280, 3.2895, 4.7339], [5.3234, 4.7628, 5.7133], [3.4631, 3.4223, 6.5720], [4.7533, 3.3873, 7.7852], [6.6580, -1.4093, 1.2047], [6.7893, -3.0759, 0.5895], [7.5725, -3.1478, -0.7118], [6.6935, -2.3981, -2.0680], [5.7772, -3.4760, 0.4736], [7.2989, -3.6588, 1.3625], [7.7442, -4.1927, -0.9852], [8.5459, -2.6550, -0.6243], [2.8902, 3.9907, -7.9879], [2.0956, 5.5624, -8.2557], [2.0049, 6.3849, -6.9801], [0.8724, 5.6757, -5.8018], [1.1068, 5.3743, -8.6855], [2.6939, 6.0961, -9.0001], [1.6349, 7.3881, -7.2101], [2.9808, 6.4856, -6.4950]],
  "atomic_forces_ev_per_a": [[3.2, 4.1, -9.5], [-1.2, 0.5, 2.8], [-3.3, 0.5, 6.6], [-3.1, 2.2, -0.1], [3.8, 1.9, -0.5], [4.5, 0.5, -0.3], [0.7, -0.6, 0.3], [-4.2, -2.1, 6.2], [5.1, 1.6, -7.7], [-0.5, -2.5, 0.0], [-1.2, -4.0, 1.5], [3.4, -0.5, 1.1], [-2.3, -4.3, 0.9], [-6.8, -0.8, -0.2], [-5.2, 3.7, -0.2], [-0.4, 0.6, 0.0], [2.0, 1.7, -0.4], [1.0, 2.4, -1.0], [1.2, 0.5, 2.1], [0.7, -2.5, 0.4], [0.0, 0.0, 0.0], [-0.1, 0.4, -0.1], [-0.2, -0.4, -0.2], [-0.3, -0.1, -2.3], [0.2, 0.0, 0.2], [0.0, -0.1, 0.2], [-0.4, -0.9, 0.2], [-0.3, -0.2, 0.0], [0.0, -0.1, 0.0], [0.3, 0.2, 0.1], [-0.3, 0.2, 0.2], [0.0, -0.1, -0.1], [-0.2, 0.0, -0.2], [0.1, -0.1, -0.2], [-0.1, -0.2, 0.0], [0.2, -0.2, 0.2], [-0.1, 0.2, -0.1], [0.0, -0.4, -0.2], [-0.3, 0.0, 0.0], [1.6, -0.2, 0.4], [0.2, 0.2, 0.0], [0.0, 0.1, -0.2], [-0.7, 1.0, -0.2], [-0.2, 0.0, 0.0], [0.0, 0.0, 0.0], [0.4, 0.1, -0.1], [0.0, -0.4, 0.1], [1.3, -2.3, -0.1], [0.0, 0.0, 0.3], [-0.1, 0.1, 0.1], [-0.1, -0.1, 0.0], [-0.1, 0.0, -0.2], [0.0, 0.0, 0.0], [0.1, -0.3, 0.0], [-0.1, -0.1, 0.3], [0.0, 0.0, 0.0], [0.2, 0.2, 0.1], [0.2, 0.1, -0.1], [-0.1, 0.1, -0.1], [-0.1, 0.0, -0.2], [-0.1, -0.1, 0.1], [-0.3, -0.2, 0.2], [-0.1, 0.3, 0.3], [0.0, 0.0, -0.1], [0.2, 0.0, 0.1], [0.1, -0.1, -0.1], [0.0, 0.1, -0.2], [-0.2, 0.0, -0.2], [0.0, 0.0, 0.0], [-0.3, 0.1, -0.1], [0.0, 0.4, 0.0], [0.0, 0.0, 0.0], [0.1, 0.0, 0.3], [0.0, -0.2, 0.1], [0.2, 0.0, -0.1], [0.0, -0.1, -0.2], [1.2, -1.2, 0.5], [0.2, -0.6, -0.1], [0.2, -0.1, 0.2], [0.0, 0.1, 0.1], [0.2, 0.2, 0.0], [0.0, 0.1, -0.2], [-0.1, 0.1, 0.1], [-0.3, 0.0, 0.0], [0.0, 0.0, 0.0], [-0.1, 0.3, 0.0], [0.2, 0.4, -0.2], [0.9, 1.1, -0.5], [0.2, 0.0, 0.2], [-0.1, 0.0, 0.2], [0.0, -0.2, -0.1], [-0.2, -0.1, -0.1]],
  "mulliken_charge": [-0.65, 0.69, -0.51, 0.35, -0.53, 0.79, -0.39, 0.44, -0.47, -0.15, -0.70, 0.27, -0.49, 0.32, -0.49, 0.35, 0.33, 0.22, 0.32, 0.12, -0.20, -0.06, -0.52, -0.04, 0.35, -0.06, 0.29, 0.34, -0.17, -0.49, -0.54, -0.08, 0.32, 0.35, 0.32, 0.32, -0.28, -0.39, -0.32, -0.23, 0.33, 0.34, 0.11, 0.44, -0.19, -0.50, -0.38, -0.02, 0.33, 0.33, 0.19, 0.31, -0.17, -0.48, -0.16, -0.20, 0.35, 0.28, 0.31, 0.07, -0.07, -0.40, -0.49, -0.19, 0.12, 0.33, 0.33, 0.37, -0.19, 0.08, -0.45, -0.18, -0.16, 0.31, 0.29, 0.34, -0.21, -0.47, -0.45, -0.18, 0.29, 0.38, 0.32, 0.31, -0.17, -0.52, -0.45, -0.18, 0.34, 0.35, 0.31, 0.33]
}